# 1
{
  "formula": "C4H10N2O",
  "method": "ωB97M-V/def2-TZVPD",
  "species": ["C", "N", "C", "O", "C", "C", "N", "H", "H", "H", "H", "H", "H", "H", "H", "H", "H"],
  "coordinates": [[1.0082, 1.5482, 0.1893], [-0.1852, 0.8696, -0.2199], [-1.3626, 1.1749, 0.3869], [-1.4590, 1.8828, 1.3659], [-0.0030, -0.2975, -1.0529], [0.3406, -1.6045, -0.3136], [-0.5408, -1.9380, 0.7983], [1.3845, 2.2786, -0.5208], [1.8460, 0.8576, 0.3698], [0.9632, 2.0308, 1.1576], [-2.2533, 0.7698, -0.1098], [-0.8507, -0.4659, -1.7177], [0.8204, -0.0814, -1.7459], [0.2285, -2.3668, -1.0908], [1.3934, -1.6027, -0.0393], [-0.0338, -1.7907, 1.6783], [-1.2964, -1.2647, 0.8646]],
  "forces_ev_per_angstrom": [[1.66, -0.21, 0.90], [-0.10, -0.04, -0.03], [0.19, 0.23, 0.21], [-0.17, 0.20, -0.03], [0.34, 0.01, -0.56], [-0.38, 0.09, -0.76], [0.56, 0.43, 0.87], [-0.28, 0.12, -0.36], [-0.29, -0.26, -0.40], [-0.80, 0.23, 0.05], [-0.01, -0.38, -0.12], [-0.39, 0.14, 0.32], [-0.08, -0.02, 0.11], [0.18, -0.14, 0.05], [0.00, -0.02, 0.33], [-0.27, -0.24, -0.40], [-0.16, -0.15, -0.15]],
  "lowdin_charge": [-0.0555, -0.1508, -0.3518, 0.0226, -0.1808, -0.2671, 0.0097, 0.0914, 0.0916, 0.0856, 0.1384, 0.1196, 0.1221, 0.1007, 0.1025, 0.0774, 0.0444],
  "relative_energy_kj_mol": 140.1,
  "multiplicity": 1,
  "energy_ev": -9337.535,
  "smiles": "CN(C=O)CCN",
  "gap_ev": 10.2,
  "e_lumo_ha": 0.03049
}

***

# 2
{
  "formula": "C52H49N5O5Tc",
  "method": "ωB97M-V/def2-TZVPD",
  "species": ["Tc", "C", "C", "C", "C", "C", "N", "C", "C", "C", "C", "C", "C", "C", "N", "C", "C", "C", "N", "C", "C", "N", "C", "C", "C", "N", "H", "H", "H", "H", "H", "H", "H", "H", "H", "H", "H", "H", "H", "H", "H", "H", "H", "H", "C", "C", "C", "O", "C", "C", "O", "C", "O", "C", "C", "C", "C", "C", "C", "C", "C", "C", "C", "C", "C", "C", "O", "C", "C", "C", "C", "C", "C", "C", "C", "C", "C", "C", "C", "H", "H", "H", "H", "H", "H", "H", "H", "H", "H", "H", "H", "H", "H", "H", "H", "H", "H", "H", "H", "H", "H", "H", "H", "H", "H", "H", "H", "C", "O", "H", "H", "H"],
  "coordinates": [[-0.4313, 0.3988, 0.6367], [2.8603, 3.1227, 6.2951], [1.9524, 2.7963, 5.1473], [1.1402, 3.7818, 4.5882], [0.2701, 3.4751, 3.5716], [0.1446, 2.1671, 3.0736], [-0.7237, 1.8949, 2.0497], [-2.0137, 2.3366, 2.1486], [-2.6757, 2.4385, 3.3828], [-4.0342, 2.6584, 3.4518], [-4.8016, 2.7997, 2.2993], [-6.2944, 2.9347, 2.3700], [-4.1534, 2.7723, 1.0710], [-2.7900, 2.5626, 0.9872], [-2.1421, 2.6991, -0.2519], [-2.3018, 3.7477, -1.0859], [-1.2578, 3.7241, -1.9842], [-0.5033, 2.6091, -1.6237], [-1.0651, 1.9893, -0.5912], [0.9488, 1.1633, 3.6523], [1.8643, 1.5076, 4.6466], [0.7445, -0.2048, 3.3707], [0.9057, -1.1965, 4.2784], [0.5214, -2.3776, 3.6879], [0.1266, -2.0204, 2.4014], [0.2551, -0.7132, 2.2272], [2.3291, 3.7111, 7.0432], [3.7145, 3.7126, 5.9635], [3.2244, 2.2131, 6.7669], [1.2037, 4.7965, 4.9542], [-0.3554, 4.2402, 3.1360], [-2.1026, 2.2904, 4.2875], [-4.5159, 2.6959, 4.4190], [-6.6060, 3.2445, 3.3663], [-6.7643, 1.9741, 2.1438], [-6.6577, 3.6618, 1.6438], [-4.7291, 2.8930, 0.1649], [-3.0999, 4.4525, -0.9688], [-1.0634, 4.4112, -2.7845], [0.4404, 2.2771, -2.0068], [2.5250, 0.7521, 5.0469], [1.2266, -0.9991, 5.2798], [0.5120, -3.3545, 4.1274], [-0.2561, -2.6245, 1.6054], [1.5117, -2.5434, -5.0178], [1.4363, -1.1383, -4.4181], [1.9561, -0.1063, -5.4374], [0.0938, -0.7937, -4.0882], [0.0152, -0.3772, -2.7374], [1.5167, -0.1529, -2.3922], [2.1577, -1.1088, -3.2098], [2.1190, -0.0352, -0.9444], [1.3587, 0.8152, -0.1670], [3.5131, 0.5869, -1.1625], [4.5075, -0.1543, -1.7858], [5.7855, 0.3548, -1.9107], [6.0889, 1.6078, -1.4037], [5.0993, 2.3618, -0.7981], [3.8146, 1.8546, -0.6855], [2.4548, -1.3124, -0.1772], [2.4955, -2.5931, -0.7042], [2.9318, -3.6544, 0.0746], [3.3703, -3.4505, 1.3699], [3.3569, -2.1689, 1.8938], [2.9013, -1.1132, 1.1288], [-0.8270, -1.3279, -1.8229], [-0.3524, -1.2308, -0.5398], [-0.8017, -2.7520, -2.3660], [-0.2853, -3.7982, -1.6195], [-0.2999, -5.0889, -2.1196], [-0.8493, -5.3504, -3.3621], [-1.3936, -4.3132, -4.1018], [-1.3789, -3.0237, -3.6032], [-2.3236, -0.9602, -1.7794], [-3.0999, -1.7527, -0.9376], [-4.4410, -1.4938, -0.7443], [-5.0440, -0.4304, -1.3934], [-4.2918, 0.3477, -2.2530], [-2.9434, 0.0843, -2.4500], [0.7972, -2.6183, -5.8325], [1.2654, -3.2805, -4.2602], [2.5171, -2.7294, -5.3849], [1.2860, -0.0986, -6.2934], [2.9608, -0.3681, -5.7576], [1.9745, 0.8892, -5.0002], [-0.4817, 0.5928, -2.7359], [1.7336, 0.8462, -2.8273], [4.2639, -1.1305, -2.1703], [6.5484, -0.2328, -2.4019], [7.0974, 1.9861, -1.4771], [5.3333, 3.3479, -0.4166], [3.0363, 2.4345, -0.2126], [2.1989, -2.7654, -1.7250], [2.9482, -4.6474, -0.3496], [3.7291, -4.2779, 1.9645], [3.7118, -1.9935, 2.8995], [2.9116, -0.1065, 1.5260], [0.1136, -3.5828, -0.6400], [0.1132, -5.8943, -1.5299], [-0.8617, -6.3584, -3.7503], [-1.8388, -4.5154, -5.0664], [-1.8105, -2.2190, -4.1771], [-2.6341, -2.5814, -0.4273], [-5.0181, -2.1204, -0.0811], [-6.0948, -0.2248, -1.2421], [-4.7579, 1.1639, -2.7903], [-2.4010, 0.7016, -3.1511], [-2.8837, -0.7015, 2.2270], [-2.3013, -0.0802, 1.1634], [-2.6963, -1.7890, 2.2093], [-3.9709, -0.5385, 2.1984], [-2.5126, -0.3086, 3.1914]],
  "forces_ev_per_angstrom": [[-0.78, 0.22, 0.56], [0.08, 0.04, -0.08], [-0.11, -0.12, -0.01], [0.04, -0.17, 0.02], [0.09, -0.24, -0.14], [0.69, -0.26, 0.68], [0.66, -0.91, -1.07], [-1.18, 0.53, -0.10], [0.22, -0.05, -0.37], [-0.12, 0.10, -0.18], [0.07, 0.05, 0.03], [0.03, -0.06, -0.05], [0.02, -0.03, 0.12], [-0.16, 0.02, 1.23], [-0.33, 0.39, -0.42], [0.34, 0.01, -0.32], [-0.21, -0.09, 0.05], [-0.04, 0.21, 0.15], [0.19, -0.08, -0.62], [-0.22, 1.18, -0.10], [0.04, 0.07, -0.03], [0.06, -0.39, 0.50], [-0.20, -0.30, -0.31], [0.02, 0.17, 0.01], [-0.05, -0.02, 0.27], [-0.02, -0.57, -0.17], [0.01, -0.02, 0.05], [0.10, 0.00, 0.03], [0.10, 0.00, 0.07], [-0.02, 0.10, 0.05], [-0.04, 0.06, -0.07], [0.01, -0.03, 0.04], [-0.05, 0.00, 0.08], [-0.08, 0.01, -0.02], [-0.08, 0.06, 0.04], [-0.06, 0.02, 0.02], [-0.02, -0.01, -0.17], [-0.14, 0.05, 0.18], [0.00, 0.09, -0.06], [0.06, -0.12, -0.05], [0.00, -0.12, 0.07], [0.09, 0.13, 0.12], [0.04, -0.13, 0.06], [-0.04, -0.08, -0.31], [-0.03, 0.41, 0.47], [0.27, -0.13, -0.93], [-0.13, -0.22, 0.52], [0.03, 0.11, 0.00], [-0.04, 0.13, 0.48], [-0.49, 0.57, 0.11], [0.08, -0.15, 0.03], [0.76, -0.69, -0.62], [-1.48, 0.41, 0.47], [-0.06, 0.31, 0.13], [0.04, 0.02, -0.09], [0.02, -0.06, -0.08], [0.12, 0.07, 0.02], [0.14, 0.07, -0.07], [-0.22, -0.02, 0.02], [0.00, -0.14, 0.11], [-0.02, 0.13, 0.01], [0.08, -0.10, -0.01], [-0.04, -0.12, 0.01], [0.06, 0.14, 0.06], [0.13, -0.06, -0.06], [-0.62, 0.25, -0.96], [0.58, 0.20, 1.25], [0.15, -0.09, 0.19], [-0.08, 0.25, 0.06], [0.03, -0.20, 0.01], [0.09, -0.13, 0.00], [-0.12, 0.06, -0.01], [-0.06, -0.17, -0.01], [-0.11, 0.10, -0.13], [-0.18, 0.07, -0.10], [0.08, -0.16, 0.05], [-0.08, 0.12, -0.07], [-0.20, 0.15, -0.04], [0.22, -0.13, -0.01], [-0.01, -0.04, -0.11], [-0.05, -0.11, 0.06], [0.09, -0.01, -0.08], [-0.01, 0.01, -0.08], [0.09, -0.03, -0.05], [-0.01, 0.10, 0.02], [0.07, -0.20, 0.02], [-0.05, -0.19, 0.19], [0.12, -0.14, -0.01], [0.07, -0.04, 0.00], [0.09, 0.09, -0.03], [-0.04, 0.00, 0.04], [-0.07, 0.02, 0.09], [-0.05, -0.03, -0.02], [-0.01, -0.13, -0.06], [0.03, -0.09, 0.04], [0.04, 0.04, 0.09], [0.01, 0.04, 0.03], [0.08, -0.01, 0.03], [0.03, -0.10, 0.06], [0.00, -0.09, -0.03], [-0.03, 0.01, -0.06], [-0.09, 0.01, -0.03], [0.08, -0.10, 0.10], [-0.07, -0.08, 0.09], [-0.06, 0.03, -0.01], [-0.01, 0.04, -0.02], [0.11, 0.07, -0.05], [-0.08, -0.37, 0.78], [1.90, 0.72, -1.65], [-0.10, 0.07, 0.08], [0.09, -0.06, 0.02], [-0.05, -0.15, -0.04]],
  "lowdin_spin": [0.7943, 0.0010, 0.0057, -0.0014, 0.0045, -0.0026, 0.0239, -0.0010, 0.0082, -0.0006, 0.0092, 0.0016, -0.0014, 0.0086, 0.0074, 0.0036, 0.0026, 0.0022, 0.0027, 0.0051, -0.0010, 0.0009, 0.0147, 0.0032, 0.0164, -0.0021, 0.0003, 0.0003, 0.0000, -0.0002, 0.0001, 0.0003, -0.0003, 0.0001, 0.0006, 0.0002, -0.0003, 0.0002, 0.0001, 0.0002, -0.0002, 0.0009, 0.0000, 0.0004, 0.0000, 0.0001, 0.0000, 0.0005, 0.0005, 0.0011, -0.0002, 0.0025, 0.0726, -0.0006, -0.0001, 0.0002, 0.0000, 0.0001, -0.0003, 0.0022, 0.0000, -0.0001, -0.0005, 0.0001, -0.0002, 0.0015, -0.0193, -0.0004, 0.0002, 0.0000, 0.0000, 0.0000, 0.0000, -0.0015, 0.0004, -0.0010, 0.0010, -0.0010, 0.0003, 0.0000, 0.0000, 0.0000, 0.0000, 0.0000, 0.0000, 0.0003, 0.0000, 0.0000, 0.0000, 0.0000, 0.0000, -0.0001, 0.0000, 0.0000, 0.0000, 0.0001, -0.0001, 0.0001, 0.0000, 0.0000, 0.0000, 0.0000, 0.0001, -0.0001, 0.0001, -0.0001, 0.0001, 0.0049, 0.0279, 0.0011, 0.0009, -0.0020],
  "multiplicity": 2,
  "energy_ev": -74605.664,
  "s_squared": 1.179,
  "gap_ev": [6.6, 6.9],
  "e_lumo_ha": [-0.02318, -0.01782]
}